No. 1
{"formula": "C39H92N12O11", "method": "ωB97M-V with the def2-TZVPD basis set", "species": ["C", "C", "N", "C", "C", "C", "C", "H", "H", "H", "H", "H", "H", "H", "H", "H", "H", "H", "H", "H", "H", "H", "C", "N", "C", "C", "O", "H", "H", "H", "H", "H", "H", "H", "C", "N", "C", "C", "O", "H", "H", "H", "H", "H", "H", "H", "C", "N", "C", "C", "O", "H", "H", "H", "H", "H", "H", "H", "C", "N", "C", "C", "O", "H", "H", "H", "H", "H", "H", "H", "C", "N", "C", "C", "O", "H", "H", "H", "H", "H", "H", "H", "C", "N", "C", "C", "O", "H", "H", "H", "H", "H", "H", "H", "C", "N", "C", "C", "O", "H", "H", "H", "H", "H", "H", "H", "C", "N", "C", "C", "O", "H", "H", "H", "H", "H", "H", "H", "C", "N", "C", "C", "O", "H", "H", "H", "H", "H", "H", "H", "C", "N", "C", "C", "O", "H", "H", "H", "H", "H", "H", "H", "C", "N", "C", "C", "O", "H", "H", "H", "H", "H", "H", "H"], "coordinates": [[-0.66, -0.94, -6.94], [-1.17, 0.37, -6.33], [-0.05, 1.15, -5.77], [-0.46, 2.47, -5.31], [-1.46, 2.44, -4.17], [0.90, 0.44, -4.93], [2.06, 1.30, -4.41], [0.23, -0.76, -7.54], [-1.45, -1.33, -7.59], [-0.46, -1.67, -6.16], [-1.70, 0.91, -7.11], [-1.81, 0.17, -5.46], [0.47, 2.99, -5.07], [-0.83, 3.00, -6.19], [-1.52, 3.37, -3.59], [-2.50, 2.22, -4.40], [-1.15, 1.75, -3.38], [1.29, -0.44, -5.44], [0.37, 0.04, -4.04], [2.44, 1.90, -5.24], [2.90, 0.70, -4.06], [1.71, 1.99, -3.65], [1.14, -2.17, -2.32], [1.88, -3.37, -2.09], [1.36, -4.59, -1.90], [2.33, -5.74, -1.84], [0.15, -4.82, -1.87], [0.09, -2.31, -2.05], [1.12, -1.79, -3.35], [1.57, -1.36, -1.73], [2.89, -3.26, -2.02], [1.95, -6.58, -1.27], [3.29, -5.49, -1.38], [2.48, -6.11, -2.86], [3.71, 2.15, -1.23], [2.78, 3.16, -1.75], [1.63, 3.56, -1.16], [0.81, 4.54, -1.95], [1.27, 3.05, -0.10], [4.15, 2.48, -0.29], [4.47, 2.03, -2.00], [3.16, 1.21, -1.14], [3.05, 3.57, -2.62], [0.86, 5.55, -1.55], [-0.23, 4.21, -1.88], [1.06, 4.51, -3.01], [-0.36, 2.03, 3.01], [-0.87, 2.69, 4.19], [-2.14, 3.10, 4.38], [-2.41, 3.78, 5.70], [-3.00, 2.97, 3.52], [-0.28, 0.95, 3.16], [0.62, 2.42, 2.76], [-0.99, 2.25, 2.15], [-0.25, 2.75, 4.98], [-2.32, 3.13, 6.57], [-3.46, 4.09, 5.71], [-1.77, 4.63, 5.89], [3.33, -2.60, 3.69], [2.16, -3.14, 3.04], [2.22, -4.00, 2.01], [0.87, -4.46, 1.45], [3.27, -4.46, 1.55], [3.18, -1.52, 3.79], [4.26, -2.78, 3.16], [3.35, -2.98, 4.71], [1.25, -2.93, 3.45], [0.20, -4.62, 2.29], [1.09, -5.40, 0.96], [0.47, -3.79, 0.69], [-5.43, 1.95, 0.12], [-5.17, 1.00, -0.93], [-4.52, 1.26, -2.07], [-4.26, 0.09, -2.99], [-4.08, 2.37, -2.39], [-4.87, 2.87, -0.04], [-5.08, 1.56, 1.07], [-6.48, 2.21, 0.24], [-5.42, 0.01, -0.80], [-3.17, 0.02, -3.00], [-4.56, 0.28, -4.02], [-4.72, -0.84, -2.65], [3.81, 0.19, 6.21], [5.02, 0.35, 5.43], [5.02, 0.70, 4.12], [6.35, 1.11, 3.51], [3.99, 0.72, 3.46], [3.96, -0.61, 6.93], [2.94, -0.03, 5.59], [3.63, 1.08, 6.82], [5.90, 0.38, 5.92], [6.18, 1.42, 2.49], [6.98, 0.22, 3.48], [6.78, 1.90, 4.12], [-3.07, -0.49, 2.81], [-1.89, -1.31, 2.93], [-1.44, -1.86, 4.07], [-2.26, -1.67, 5.33], [-0.43, -2.56, 4.11], [-3.06, 0.35, 3.50], [-3.97, -1.07, 3.03], [-3.18, -0.04, 1.84], [-1.42, -1.61, 2.07], [-3.26, -2.09, 5.22], [-2.37, -0.62, 5.62], [-1.76, -2.21, 6.13], [-3.27, -2.80, -0.46], [-4.52, -3.51, -0.29], [-5.73, -2.95, -0.15], [-6.87, -3.92, 0.00], [-5.94, -1.74, -0.28], [-2.68, -2.92, 0.45], [-3.51, -1.76, -0.65], [-2.66, -3.19, -1.27], [-4.49, -4.51, -0.15], [-7.82, -3.39, 0.00], [-6.84, -4.35, 1.01], [-6.84, -4.65, -0.80], [5.58, -1.48, 1.17], [5.23, -1.94, -0.16], [5.33, -3.20, -0.66], [5.64, -4.33, 0.31], [4.93, -3.42, -1.80], [5.66, -2.28, 1.90], [4.83, -0.83, 1.62], [6.48, -0.87, 1.08], [4.92, -1.29, -0.86], [6.55, -4.07, 0.85], [5.89, -5.25, -0.21], [4.77, -4.46, 0.95], [-2.13, 3.95, 0.09], [-2.91, 4.49, -1.01], [-2.98, 5.78, -1.35], [-3.99, 6.15, -2.40], [-2.28, 6.66, -0.85], [-2.35, 2.88, 0.07], [-2.43, 4.37, 1.05], [-1.06, 4.12, -0.02], [-3.31, 3.79, -1.64], [-4.92, 6.42, -1.89], [-4.19, 5.35, -3.12], [-3.64, 6.96, -3.03], [1.88, -0.24, 1.31], [0.87, 0.33, 0.45], [-0.24, -0.30, 0.08], [-1.11, 0.41, -0.93], [-0.50, -1.46, 0.40], [2.78, -0.54, 0.76], [1.51, -1.17, 1.75], [2.13, 0.40, 2.15], [0.94, 1.31, 0.21], [-1.05, -0.05, -1.92], [-0.76, 1.43, -1.10], [-2.12, 0.47, -0.55]], "charge": 0, "smiles": "CCN(CC)CC.CNC(C)=O.CNC(C)=O.CNC(C)=O.CNC(C)=O.CNC(C)=O.CNC(C)=O.CNC(C)=O.CNC(C)=O.CNC(C)=O.CNC(C)=O.CNC(C)=O", "lumo_energy_ha": 0.008, "relative_energy_kcal_mol": 0.00, "homo_lumo_gap_ev": 8.16, "homo_energy_ha": -0.2917}


No. 2
{"formula": "C39H92N12O11", "method": "ωB97M-V with the def2-TZVPD basis set", "species": ["C", "C", "N", "C", "C", "C", "C", "H", "H", "H", "H", "H", "H", "H", "H", "H", "H", "H", "H", "H", "H", "H", "C", "O", "N", "C", "C", "H", "H", "H", "H", "H", "H", "H", "C", "O", "N", "C", "C", "H", "H", "H", "H", "H", "H", "H", "C", "O", "N", "C", "C", "H", "H", "H", "H", "H", "H", "H", "C", "O", "N", "C", "C", "H", "H", "H", "H", "H", "H", "H", "C", "O", "N", "C", "C", "H", "H", "H", "H", "H", "H", "H", "C", "O", "N", "C", "C", "H", "H", "H", "H", "H", "H", "H", "C", "O", "N", "C", "C", "H", "H", "H", "H", "H", "H", "H", "C", "O", "N", "C", "C", "H", "H", "H", "H", "H", "H", "H", "C", "O", "N", "C", "C", "H", "H", "H", "H", "H", "H", "H", "C", "O", "N", "C", "C", "H", "H", "H", "H", "H", "H", "H", "C", "O", "N", "C", "C", "H", "H", "H", "H", "H", "H", "H"], "coordinates": [[-3.35, 3.02, -14.90], [-3.05, 4.27, -15.66], [-1.99, 5.02, -14.94], [-1.22, 5.88, -15.86], [-0.26, 5.05, -16.65], [-2.61, 5.78, -13.86], [-1.47, 6.34, -13.01], [-4.07, 2.48, -15.52], [-3.79, 3.22, -13.93], [-2.51, 2.35, -14.72], [-2.76, 4.04, -16.68], [-3.94, 4.89, -15.84], [-1.96, 6.38, -16.50], [-0.63, 6.64, -15.35], [0.35, 5.71, -17.26], [0.38, 4.44, -16.01], [-0.78, 4.39, -17.35], [-3.11, 5.05, -13.23], [-3.39, 6.47, -14.17], [-1.23, 7.32, -13.42], [-0.55, 5.76, -12.96], [-1.70, 6.62, -11.98], [0.42, 10.99, -13.92], [0.58, 11.40, -12.75], [-0.71, 10.45, -14.39], [-0.87, 10.04, -15.79], [-1.89, 10.34, -13.58], [1.19, 11.16, -14.68], [-1.24, 9.02, -15.93], [0.10, 9.94, -16.28], [-1.44, 10.87, -16.22], [-2.34, 9.35, -13.61], [-1.70, 10.65, -12.55], [-2.71, 11.00, -13.86], [-10.71, 9.99, -18.78], [-9.93, 9.18, -18.26], [-11.23, 11.05, -18.11], [-12.01, 12.01, -18.88], [-10.84, 11.39, -16.67], [-11.09, 9.94, -19.81], [-12.23, 11.76, -19.92], [-11.53, 12.99, -18.91], [-12.95, 12.16, -18.36], [-10.27, 10.56, -16.24], [-10.10, 12.19, -16.68], [-11.75, 11.75, -16.20], [-4.18, 7.53, -8.69], [-4.49, 7.49, -7.52], [-4.93, 7.12, -9.65], [-4.45, 7.18, -11.10], [-6.30, 6.66, -9.56], [-3.17, 7.85, -9.02], [-5.04, 7.97, -11.57], [-4.67, 6.23, -11.60], [-3.39, 7.33, -11.26], [-6.79, 6.78, -8.59], [-6.85, 7.22, -10.33], [-6.42, 5.62, -9.84], [-4.51, 5.82, -18.72], [-4.35, 4.67, -19.10], [-3.82, 6.85, -19.18], [-4.15, 8.24, -18.78], [-2.60, 6.73, -20.04], [-5.29, 6.07, -17.99], [-5.02, 8.29, -18.13], [-4.39, 8.78, -19.70], [-3.34, 8.72, -18.24], [-1.74, 7.08, -19.47], [-2.44, 5.68, -20.28], [-2.65, 7.35, -20.94], [-5.65, 9.04, -14.86], [-4.72, 9.09, -14.04], [-5.76, 9.94, -15.92], [-7.01, 9.85, -16.68], [-4.79, 10.94, -16.27], [-6.54, 8.40, -14.81], [-6.95, 9.59, -17.74], [-7.46, 10.84, -16.64], [-7.71, 9.09, -16.34], [-3.89, 10.81, -15.67], [-4.54, 11.01, -17.32], [-5.18, 11.95, -16.12], [-8.15, 14.41, -17.24], [-6.97, 14.05, -17.18], [-8.93, 14.75, -16.22], [-10.34, 15.10, -16.42], [-8.45, 14.70, -14.82], [-8.64, 14.55, -18.21], [-11.03, 14.43, -15.90], [-10.65, 15.13, -17.46], [-10.47, 16.09, -16.00], [-7.41, 14.43, -14.66], [-8.43, 15.73, -14.45], [-9.10, 14.01, -14.30], [-6.98, 11.08, -20.28], [-6.07, 10.43, -20.54], [-7.35, 12.15, -20.96], [-8.41, 13.05, -20.40], [-6.62, 12.54, -22.20], [-7.55, 10.94, -19.35], [-7.99, 14.06, -20.38], [-8.69, 12.75, -19.39], [-9.35, 13.11, -20.96], [-7.27, 13.14, -22.84], [-5.71, 13.13, -22.03], [-6.23, 11.73, -22.81], [-8.05, 6.49, -16.98], [-6.91, 6.51, -16.42], [-8.52, 5.35, -17.63], [-9.91, 5.23, -18.01], [-7.66, 4.19, -18.04], [-8.75, 7.33, -16.95], [-10.60, 5.71, -17.31], [-10.26, 4.20, -17.97], [-10.04, 5.73, -18.98], [-7.89, 3.23, -17.56], [-7.75, 4.00, -19.11], [-6.62, 4.29, -17.73], [-5.60, 12.26, -12.42], [-6.04, 13.34, -12.79], [-5.12, 12.07, -11.20], [-4.75, 10.70, -10.73], [-5.07, 13.06, -10.17], [-5.63, 11.34, -13.02], [-4.96, 9.96, -11.51], [-5.37, 10.41, -9.88], [-3.69, 10.70, -10.51], [-5.32, 14.03, -10.61], [-5.84, 12.71, -9.49], [-4.20, 13.12, -9.52], [-3.55, 14.74, -16.98], [-2.86, 14.95, -15.99], [-3.19, 13.96, -17.99], [-4.02, 13.88, -19.14], [-1.90, 13.31, -17.98], [-4.52, 15.24, -17.11], [-3.63, 14.41, -20.01], [-5.06, 14.20, -19.09], [-4.11, 12.83, -19.43], [-2.00, 12.25, -18.21], [-1.28, 13.69, -18.79], [-1.30, 13.29, -17.07], [-10.83, 10.06, -11.90], [-11.84, 10.60, -12.42], [-9.63, 10.27, -12.40], [-9.31, 11.03, -13.65], [-8.44, 9.63, -11.79], [-10.88, 9.46, -10.98], [-9.13, 10.26, -14.40], [-8.35, 11.55, -13.63], [-10.07, 11.74, -13.96], [-8.74, 8.88, -11.06], [-7.86, 9.25, -12.63], [-7.82, 10.35, -11.25]], "charge": 1, "lumo_energy_ha": [-0.072, -0.261], "multiplicity": 2, "s2": 0.75, "relative_energy_kcal_mol": 94.23, "homo_lumo_gap_ev": [8.77, 3.63], "homo_energy_ha": [-0.3942, -0.3942]}


No. 3
{"formula": "C3AlO9", "method": "ωB97M-V with the def2-TZVPD basis set", "species": ["Al", "C", "O", "O", "O", "C", "O", "O", "O", "C", "O", "O", "O"], "coordinates": [[-3.89, 0.83, -0.12], [-1.03, -2.09, 2.70], [0.01, -2.59, 2.60], [-1.92, -2.54, 3.41], [-1.22, -1.01, 2.18], [2.70, -0.13, -2.62], [2.13, 0.63, -1.85], [2.22, -0.19, -3.72], [3.59, -0.98, -2.22], [-0.66, 2.14, -0.05], [0.46, 2.23, -0.41], [-1.54, 2.09, -0.92], [-0.84, 1.61, 1.01]], "charge": -3, "lumo_energy_ha": 0.228, "homo_lumo_gap_ev": 2.48, "homo_energy_ha": 0.1371}


No. 4
{"formula": "C3Br2F3N", "method": "ωB97M-V with the def2-TZVPD basis set", "species": ["C", "C", "C", "N", "F", "F", "F", "Br", "Br"], "coordinates": [[1.05, 0.73, -1.66], [1.26, -0.13, 1.29], [-0.22, -0.03, 1.42], [0.18, 0.65, -2.39], [-0.66, 1.25, 1.49], [-0.50, -0.61, 2.61], [-1.01, -0.70, 0.54], [1.77, -1.73, 0.14], [1.62, 1.45, 0.04]], "charge": 0, "lumo_energy_ha": [-0.075, -0.075], "relative_energy_kcal_mol": 91.98, "homo_lumo_gap_ev": [7.80, 7.80], "homo_energy_ha": [-0.3617, -0.3616]}


No. 5
{"formula": "C3Br4", "method": "ωB97M-V with the def2-TZVPD basis set", "species": ["C", "C", "C", "Br", "Br", "Br", "Br"], "coordinates": [[-0.04, 0.04, -0.52], [0.66, -0.71, 0.50], [0.98, 0.66, 0.14], [-1.25, 0.07, -1.87], [1.60, -2.31, 0.53], [2.05, 2.11, 0.30], [-4.00, 0.14, 0.91]], "charge": 0, "lumo_energy_ha": [-0.125, -0.125], "relative_energy_kcal_mol": 72.71, "homo_lumo_gap_ev": [3.41, 3.39], "homo_energy_ha": [-0.2499, -0.2494]}


No. 6
{"formula": "C3ClO2", "method": "ωB97M-V with the def2-TZVPD basis set", "species": ["O", "C", "O", "C", "C", "Cl"], "coordinates": [[-1.75, 1.04, -0.32], [-1.19, -0.02, -0.04], [-1.49, -1.19, -0.22], [0.18, 0.14, 0.58], [1.30, 0.03, 0.13], [2.95, 0.00, -0.13]], "charge": -1, "smiles": "O=C([O-])C#CCl", "lumo_energy_ha": 0.117, "relative_energy_kcal_mol": 37.51, "homo_lumo_gap_ev": 7.48, "homo_energy_ha": -0.1582}